Computed, not measured: a 8-piece molecular cluster, C41H97Cl2O22P overall at a distorted geometry, with ωB97M-V/def2-TZVPD.

Cartesian coordinates (Å):
C 1.225 2.938 0.691
O 0.343 1.941 1.034
P 0.340 0.460 0.354
O -0.124 0.444 -1.042
O 1.890 -0.093 0.523
C 2.173 -1.490 0.224
O -0.509 -0.386 1.418
C -1.934 -0.298 1.340
H 1.278 3.804 1.350
H 0.973 3.219 -0.332
H 2.235 2.547 0.813
H 2.898 -1.583 -0.584
H 1.373 -2.032 -0.280
H 2.509 -2.065 1.087
H -2.527 -1.099 1.779
H -2.297 -0.297 0.312
H -2.046 0.622 1.914
C 4.596 10.405 -2.286
O 5.847 10.044 -1.687
C 5.782 9.691 -0.293
C 5.190 8.307 0.178
O 3.794 8.304 0.058
C 3.223 6.931 0.033
C 1.776 7.132 -0.317
O 1.550 7.401 -1.663
C 1.963 6.501 -2.656
H 3.781 9.774 -1.933
H 4.631 10.500 -3.371
H 4.344 11.388 -1.889
H 5.344 10.406 0.404
H 6.858 9.690 -0.115
H 5.473 8.147 1.218
H 5.654 7.508 -0.401
H 3.427 6.397 0.961
H 3.597 6.148 -0.627
H 1.253 7.920 0.225
H 1.329 6.149 -0.169
H 1.655 6.822 -3.651
H 1.657 5.490 -2.387
H 3.050 6.430 -2.700
C 7.362 3.185 1.795
O 6.899 4.242 0.842
C 6.068 3.923 -0.262
C 4.843 3.044 0.006
O 3.758 3.444 -0.810
C 3.922 3.125 -2.167
C 3.968 1.631 -2.572
O 5.291 1.160 -2.442
C 5.429 -0.194 -2.108
H 6.456 2.625 2.023
H 7.804 3.632 2.685
H 8.264 2.689 1.436
H 6.679 3.476 -1.046
H 5.650 4.837 -0.684
H 4.544 3.343 1.011
H 4.974 1.966 -0.089
H 4.751 3.675 -2.612
H 3.000 3.520 -2.592
H 3.741 1.606 -3.637
H 3.217 1.038 -2.050
H 5.136 -0.879 -2.904
H 5.084 -0.505 -1.122
H 6.507 -0.319 -2.005
C 2.620 -6.290 -5.989
O 2.283 -4.940 -5.537
C 1.478 -4.814 -4.316
C 1.046 -3.321 -3.911
O 2.281 -2.582 -3.974
C 2.133 -1.250 -3.396
C 1.848 -0.373 -4.610
O 2.921 0.121 -5.337
C 3.723 -0.960 -5.940
H 3.400 -6.316 -6.750
H 1.743 -6.835 -6.338
H 3.078 -6.778 -5.129
H 1.972 -5.302 -3.475
H 0.561 -5.365 -4.522
H 0.520 -3.219 -2.962
H 0.469 -2.911 -4.740
H 2.997 -0.911 -2.825
H 1.340 -1.270 -2.648
H 1.088 0.373 -4.379
H 1.282 -0.944 -5.346
H 3.005 -1.615 -6.435
H 4.433 -1.394 -5.236
H 4.345 -0.515 -6.716
C -7.365 1.831 8.471
O -7.503 0.380 8.628
C -6.393 -0.291 9.233
C -5.178 -0.215 8.318
O -5.404 -0.988 7.204
C -4.374 -0.901 6.171
C -4.701 -1.733 4.930
O -4.295 -3.155 5.018
C -4.594 -3.774 3.817
H -7.209 2.117 7.431
H -6.414 2.044 8.958
H -8.118 2.418 8.997
H -6.558 -1.337 9.492
H -6.305 0.200 10.202
H -4.275 -0.628 8.768
H -4.934 0.812 8.046
H -3.493 -1.296 6.676
H -4.190 0.147 5.934
H -4.253 -1.423 3.985
H -5.767 -1.914 4.795
H -5.637 -3.620 3.541
H -4.263 -4.813 3.820
H -3.868 -3.398 3.095
C -1.940 -7.274 -4.556
O -2.038 -7.495 -3.102
C -1.289 -6.797 -2.194
C 0.258 -7.278 -2.098
O 1.065 -6.521 -1.207
C 2.336 -7.160 -0.854
C 3.394 -6.101 -0.411
O 3.052 -5.747 0.897
C 3.824 -4.736 1.466
H -2.356 -6.292 -4.782
H -2.593 -7.941 -5.120
H -0.933 -7.264 -4.972
H -1.864 -6.846 -1.269
H -1.375 -5.735 -2.424
H 0.679 -7.231 -3.103
H 0.293 -8.319 -1.775
H 2.766 -7.788 -1.634
H 2.006 -7.830 -0.061
H 3.290 -5.270 -1.108
H 4.420 -6.456 -0.502
H 3.784 -3.813 0.888
H 4.853 -5.093 1.497
H 3.666 -4.615 2.537
C -7.276 2.899 3.726
O -6.560 2.438 2.567
C -5.995 1.157 2.617
C -5.048 0.857 1.375
O -5.703 1.037 0.101
C -6.922 0.306 -0.141
C -7.365 0.208 -1.630
O -8.153 1.374 -2.075
C -8.511 1.326 -3.404
H -6.665 3.373 4.495
H -7.963 2.210 4.217
H -7.880 3.675 3.257
H -6.684 0.337 2.819
H -5.397 1.189 3.528
H -4.733 -0.142 1.676
H -4.195 1.535 1.408
H -7.690 0.547 0.594
H -6.519 -0.688 0.052
H -8.123 -0.574 -1.601
H -6.536 0.104 -2.329
H -9.466 0.828 -3.566
H -7.719 0.965 -4.061
H -8.565 2.393 -3.625
Cl -1.708 -3.341 0.000
C -0.575 -4.244 1.082
C -1.421 -5.420 1.647
Cl -0.426 -6.899 2.011
H -0.110 -3.625 1.850
H 0.245 -4.638 0.481
H -2.171 -5.768 0.938
H -1.864 -5.247 2.628

SMILES string	COP(=O)(OC)OC.COCCOCCOC.COCCOCCOC.COCCOCCOC.COCCOCCOC.COCCOCCOC.COCCOCCOC.ClCCCl
gap between HOMO and LUMO	9.5	eV
HOMO energy	-9.1631	eV

---

Computed, not measured: C42H101CuF3N5O15S3 as an isolated structure at a distorted geometry, with ωB97M-V/def2-TZVPD.

Cartesian coordinates (Å):
Cu -14.347 -7.874 6.417
C -15.319 -11.135 6.682
O -16.326 -11.662 7.521
O -14.738 -9.973 7.271
C -14.429 -12.337 5.964
F -15.095 -12.986 5.013
F -13.378 -11.816 5.311
F -13.956 -13.256 6.816
C -15.915 -12.247 8.712
C -17.122 -12.919 9.417
H -16.876 -13.273 10.418
H -17.910 -12.186 9.591
H -17.517 -13.690 8.756
H -15.625 -11.499 9.450
H -15.167 -13.038 8.660
H -15.933 -10.799 5.846
C -20.718 -14.918 10.135
C -21.195 -16.389 10.398
C -20.450 -17.529 9.666
O -21.141 -16.682 11.811
H -19.636 -14.819 10.227
H -21.309 -14.325 10.833
H -21.118 -14.477 9.223
H -22.244 -16.445 10.106
H -20.928 -18.504 9.766
H -19.450 -17.536 10.099
H -20.425 -17.296 8.602
H -21.892 -16.271 12.245
C -14.455 -15.506 10.758
C -14.920 -16.299 11.984
C -16.389 -16.141 12.394
O -14.751 -17.632 11.686
H -14.388 -14.423 10.865
H -15.054 -15.600 9.852
H -13.423 -15.734 10.489
H -14.308 -16.162 12.875
H -16.789 -16.663 13.263
H -17.023 -16.380 11.540
H -16.474 -15.092 12.677
H -13.831 -17.672 11.415
C -12.075 -15.444 5.343
C -10.798 -14.687 4.988
C -9.529 -15.473 4.591
O -8.259 -14.745 4.723
C -7.129 -15.150 4.060
N -11.105 -13.591 4.124
H -11.985 -16.033 6.256
H -12.463 -16.043 4.520
H -12.877 -14.740 5.564
H -10.514 -14.286 5.961
H -9.563 -15.857 3.571
H -9.440 -16.412 5.136
H -7.290 -15.482 3.035
H -6.602 -15.909 4.638
H -6.451 -14.306 3.931
H -11.801 -12.980 4.527
H -10.214 -13.119 4.056
C -11.834 -4.633 5.300
C -12.409 -5.975 5.309
C -11.475 -6.984 6.031
O -12.142 -8.239 6.286
C -11.295 -9.357 6.337
N -13.674 -5.833 6.019
H -11.007 -4.699 4.594
H -11.388 -4.446 6.277
H -12.522 -3.874 4.927
H -12.597 -6.231 4.266
H -11.039 -6.559 6.936
H -10.693 -7.045 5.274
H -11.669 -10.064 7.078
H -10.246 -9.166 6.560
H -11.266 -9.842 5.362
H -14.184 -5.164 5.460
H -13.583 -5.327 6.889
C -18.218 -10.637 15.857
C -17.141 -11.076 14.907
C -17.743 -11.896 13.746
O -18.098 -13.154 14.309
C -19.238 -13.825 13.770
N -16.540 -9.885 14.374
H -17.721 -10.251 16.748
H -18.794 -11.509 16.167
H -18.918 -9.896 15.471
H -16.448 -11.735 15.431
H -17.044 -12.074 12.929
H -18.638 -11.418 13.349
H -19.360 -14.807 14.227
H -18.942 -14.101 12.758
H -20.152 -13.243 13.887
H -15.861 -10.084 13.653
H -17.260 -9.429 13.832
C -21.190 -12.122 7.101
C -19.927 -12.116 6.286
C -19.317 -13.535 6.294
O -20.035 -14.421 5.444
C -19.495 -15.724 5.253
N -20.218 -11.835 4.926
H -20.907 -12.410 8.113
H -21.845 -12.904 6.718
H -21.616 -11.120 7.153
H -19.194 -11.412 6.680
H -19.212 -13.987 7.281
H -18.288 -13.501 5.936
H -20.010 -16.436 4.608
H -19.308 -16.226 6.203
H -18.575 -15.621 4.679
H -19.373 -11.724 4.385
H -20.612 -12.744 4.727
C -9.113 -13.919 12.459
C -9.185 -14.627 11.136
C -9.789 -13.788 9.981
O -11.145 -13.573 10.311
C -11.898 -12.833 9.290
N -7.780 -14.913 10.871
H -10.147 -13.703 12.727
H -8.649 -12.938 12.357
H -8.636 -14.424 13.299
H -9.566 -15.647 11.166
H -9.725 -14.262 9.001
H -9.355 -12.788 9.961
H -12.946 -12.721 9.566
H -11.966 -13.452 8.395
H -11.439 -11.868 9.073
H -7.338 -14.007 10.814
H -7.395 -15.449 11.636
C -19.791 -7.924 7.286
C -19.466 -6.451 6.847
C -18.496 -5.920 7.864
S -17.465 -7.303 8.496
O -17.611 -7.276 9.959
O -16.107 -7.346 7.901
C -18.523 -8.658 7.726
H -20.229 -8.574 6.528
H -20.572 -7.861 8.044
H -20.344 -5.812 6.745
H -18.946 -6.481 5.890
H -19.082 -5.536 8.700
H -17.755 -5.163 7.609
H -18.542 -9.558 8.340
H -18.025 -9.129 6.879
C -14.654 -13.928 2.032
C -14.380 -12.529 1.481
C -15.359 -11.586 2.110
S -16.994 -12.473 1.965
O -17.402 -12.216 0.605
O -17.870 -12.241 3.109
C -16.157 -14.183 2.045
H -14.213 -13.967 3.029
H -14.059 -14.618 1.434
H -14.631 -12.529 0.421
H -13.342 -12.198 1.457
H -15.562 -10.609 1.671
H -15.101 -11.462 3.162
H -16.523 -14.808 1.230
H -16.376 -14.595 3.030
C -14.523 -9.971 11.419
C -14.519 -8.622 12.188
C -14.092 -7.423 11.278
S -12.881 -8.152 10.050
O -11.505 -7.838 10.421
O -13.347 -7.825 8.667
C -13.239 -9.951 10.514
H -15.422 -10.072 10.810
H -14.624 -10.849 12.057
H -13.937 -8.594 13.109
H -15.575 -8.499 12.429
H -13.506 -6.607 11.700
H -14.940 -6.985 10.751
H -12.427 -10.364 11.113
H -13.264 -10.410 9.526

2S+1	2
gap between HOMO and LUMO (alpha / beta)	7.2 / 4.5	eV
HOMO energy (alpha / beta)	-10.4123 / -10.4123	eV
charge	+1

---

The DFT total energy results, record by record, are as follows: -123454.375 -168637.534 eV.